1.
Below is a molecular structure, C33H26N4O2RuSe2Te2 at a distorted geometry, with properties calculated with ωB97M-V with the def2-TZVPD basis set.

Properties
* charge: 0
* E_tot: -192561.3295 eV
* frontier orbital gap (alpha / beta): 4.0 / 4.0 eV

Atoms and positions in Å:
Ru 1.12776 0.86227 -0.98231
C 2.76017 3.42387 2.13738
C 2.13712 2.34003 1.48754
N 1.89471 2.35230 0.19852
C 2.20949 3.46743 -0.54592
C 2.84289 4.57106 0.02807
C 3.12825 4.51389 1.41132
C 3.15203 5.68925 -0.78889
C 2.82141 5.65779 -2.10463
C 2.16140 4.54148 -2.68201
C 1.83824 3.44574 -1.93009
N 1.19801 2.25025 -2.32808
C 0.57811 1.93167 -3.55378
C 0.41708 2.71103 -4.66854
C -0.28319 2.22956 -5.80675
C -0.83410 0.98882 -5.83783
C -0.68844 0.14166 -4.70762
C -1.24146 -1.15641 -4.63211
C -1.06334 -1.91072 -3.51106
C -0.31412 -1.38198 -2.44410
N 0.20586 -0.17862 -2.48329
C 0.02324 0.60738 -3.59861
H 2.94748 3.36128 3.19993
H 1.81041 1.46021 2.02863
H 3.63395 5.35167 1.87979
H 3.64576 6.54922 -0.35237
H 3.06301 6.50019 -2.74124
H 1.94959 4.57841 -3.73508
H 0.80754 3.71160 -4.71210
H -0.37507 2.88083 -6.66776
H -1.38422 0.63906 -6.70303
H -1.80981 -1.53741 -5.47381
H -1.48258 -2.90275 -3.42255
H -0.14161 -1.94992 -1.53952
Se 2.58697 -1.03243 -0.47409
Te 4.57248 -0.19346 0.73000
Te 5.61499 1.47686 -1.18538
Se 4.38040 0.92432 -3.14403
C -0.81976 -5.96213 1.79646
C -0.59835 -4.87357 2.82456
C 0.33524 -5.10247 3.82500
C 0.60090 -4.12004 4.76633
C -0.06835 -2.91777 4.70448
C -1.01933 -2.66405 3.70979
N -1.60814 -1.38293 3.77267
C -2.48829 -0.78578 2.83017
C -3.86001 -0.97097 2.96906
C -4.74569 -0.40294 2.06866
C -4.26799 0.37899 1.02299
C -2.90373 0.57720 0.88483
C -2.00615 0.00639 1.78496
C -0.52288 0.16189 1.56490
O 0.24689 0.31474 2.50088
O -0.18576 0.08147 0.30963
C -1.30019 -3.65389 2.75500
C -2.29090 -3.42683 1.63018
H -0.14623 -6.79686 1.98650
H -0.62643 -5.60238 0.78327
H -1.84316 -6.34449 1.82235
H 0.86575 -6.04757 3.85670
H 1.33634 -4.29032 5.54427
H 0.14068 -2.13742 5.42938
H -0.96536 -0.70967 4.15598
H -4.21635 -1.57451 3.79522
H -5.81039 -0.57259 2.17932
H -4.95658 0.82052 0.31220
H -2.51481 1.17610 0.07198
H -3.27008 -3.12757 2.00085
H -2.42898 -4.32995 1.04321
H -1.95230 -2.63602 0.95361

=====

2.
Below is a molecular structure, C4H8GdO at a distorted geometry, with properties calculated with ωB97M-V with the def2-TZVPD basis set.

Properties
* spin multiplicity: 9
* <S²>: 20.025
* charge: +2
* E_tot: -27138.6589 eV
* frontier orbital gap (alpha / beta): 8.7 / 8.7 eV

Atoms and positions in Å:
H 1.14279 0.97572 0.55293
C 0.02869 0.72931 1.21081
C -0.98060 -0.48647 1.24012
C 0.00714 -0.75079 0.23743
C 0.04232 -0.56560 -1.24811
O 1.03953 0.35945 -1.54118
Gd 1.67818 1.64905 -3.46475
H 0.11490 1.17724 2.20135
H -0.34945 1.23623 0.31730
H -1.96935 -0.21365 0.86721
H -0.93731 -1.05028 2.17077
H 0.94708 -1.18380 0.59941
H -0.97476 -0.26342 -1.56009
H 0.21084 -1.61298 -1.58319

=====

3.
Below is C7H8FP in the gas phase at a distorted geometry, with properties calculated with ωB97M-V with the def2-TZVPD basis set.

Properties
* SMILES string: CP(F)c1ccccc1
* charge: 0
* E_tot: -19394.5242 eV
* frontier orbital gap: 9.3 eV

Atoms and positions in Å:
C 2.51592 0.55398 -0.18880
C 1.94700 -0.52914 -0.95834
C 1.59843 1.53584 0.42692
C 0.59997 -0.64457 -1.08142
C 0.28579 1.28306 0.33196
C -0.25164 0.23377 -0.36508
C -2.47056 -1.31155 0.64519
F -2.63460 1.34488 0.20167
P -2.07466 0.08970 -0.67304
H 3.60488 0.63603 -0.21468
H 2.45931 -1.44902 -1.29028
H 1.95012 2.26577 1.10814
H 0.12236 -1.49438 -1.72571
H -0.39608 1.92033 0.87503
H -3.37689 -1.95145 0.59198
H -2.38660 -0.61204 1.45757
H -1.49272 -1.87121 0.85891

=====

4.
Below is a molecular structure, C32H34Cl2F5N5O4S2Y, with properties calculated with ωB97M-V with the def2-TZVPD basis set.

Properties
* charge: -1
* E_tot: -110729.2431 eV
* frontier orbital gap: 5.3 eV

Atoms and positions in Å:
Y 0.04110 -0.35685 -0.35065
C -2.29066 2.16396 3.84306
N -1.26501 1.14950 4.04887
C -1.69622 -0.04073 4.76588
C -0.25580 1.00551 3.15568
O 0.49608 0.04293 3.14486
C -0.01336 2.16159 2.18684
O 0.99412 1.80635 1.25618
C 2.26890 1.61729 1.82222
C 2.72767 0.19882 1.53515
O 2.13686 -0.46628 0.68864
N 3.80719 -0.28267 2.16909
C 4.26032 -1.63134 1.86113
C 4.67579 0.51583 3.00656
H -2.93125 1.89360 2.99788
H -2.87992 2.24181 4.75569
H -1.83816 3.13814 3.65761
H -2.47684 -0.55662 4.20150
H -0.85235 -0.71502 4.87342
H -2.07307 0.25040 5.74741
H -0.90575 2.35940 1.59536
H 0.27380 3.06847 2.73493
H 2.96896 2.32014 1.35148
H 2.25154 1.79814 2.89578
H 3.44051 -2.19744 1.43076
H 5.09038 -1.60923 1.14912
H 4.59493 -2.10603 2.78378
H 4.19038 1.43185 3.32714
H 4.94351 -0.05623 3.89575
H 5.59637 0.77981 2.47655
Cl -2.09083 4.48076 -1.06976
C -0.44988 4.10507 -1.51718
C 0.37464 5.12780 -2.00884
C 1.66422 4.87117 -2.36543
Cl 2.66653 6.17285 -2.96613
C 2.19776 3.56330 -2.25215
C 3.51646 3.19802 -2.59499
C 3.91682 1.90171 -2.43311
C 3.00539 0.95786 -1.92836
N 1.77141 1.26370 -1.60538
C 1.35661 2.54278 -1.75728
C -0.01423 2.79241 -1.36535
O -0.73716 1.83816 -0.90837
H -0.02818 6.12750 -2.10001
H 4.19077 3.94926 -2.98392
H 4.91836 1.58529 -2.69223
H 3.29671 -0.07681 -1.78883
C -4.28868 -1.35419 2.26110
C -2.91668 -1.42143 1.61338
S -2.35271 0.09848 0.91797
C -2.21587 -2.56526 1.53896
C -2.72899 -3.86283 2.11286
S -0.64097 -2.72046 0.76075
H -4.61547 -0.31712 2.33255
H -4.29985 -1.78188 3.26857
H -5.03861 -1.89316 1.67327
H -3.67948 -3.75538 2.63587
H -1.99317 -4.27820 2.80704
H -2.86193 -4.60039 1.31629
F 2.26382 -3.30393 -0.21166
C 2.21382 -2.94873 -1.52187
C 1.43975 -1.88156 -1.92666
C 1.52744 -1.63884 -3.28441
F 0.86108 -0.58967 -3.84236
C 2.28345 -2.37651 -4.17963
F 2.32424 -2.08532 -5.49505
C 3.02778 -3.44357 -3.70794
F 3.77375 -4.17690 -4.55153
C 2.99682 -3.73150 -2.35859
F 3.72972 -4.75865 -1.88549
C -4.44728 1.17656 -3.66223
C -3.42620 0.15165 -3.30038
C -3.31515 -1.18593 -3.61559
C -2.16027 -1.63796 -2.94458
N -1.60650 -0.63395 -2.27724
N -2.37904 0.44020 -2.51841
C -1.59304 -3.01730 -2.92886
H -5.21640 0.72797 -4.28839
H -3.99987 2.00750 -4.21021
H -4.92320 1.58173 -2.76773
H -3.98318 -1.76290 -4.23333
H -2.17113 1.27879 -1.98232
H -2.38344 -3.74118 -3.13084
H -1.15161 -3.23728 -1.95600
H -0.81994 -3.13373 -3.69161

=====

What is the formula in the second record? C4H8GdO

=====

Look up the E_tot of the third one. -19394.5242 eV

=====

What is the E_tot in the second record? -27138.6589 eV